Below is a gas-phase ion, C5H12NO (charge +1) at a distorted geometry, with properties calculated with wB97M-V/def2-TZVPD.

Structure (XYZ):
```
19
Properties=species:S:1:pos:R:3
C 2.24557 0.23356 0.02397
C 1.31267 -0.79809 -0.52914
C -0.00717 -0.93924 0.40421
C -0.83867 0.37702 0.32664
N -2.27712 -0.00290 0.51191
C -0.62661 1.26413 -1.03297
O -1.72403 1.60484 -1.34508
H 2.40082 0.07026 1.07589
H 2.00756 1.32311 -0.05835
H 3.30301 0.29037 -0.32203
H 1.74502 -1.79210 -0.41778
H 1.01119 -0.58826 -1.54284
H -0.69511 -1.79836 -0.01601
H 0.04130 -1.28197 1.40249
H -0.65459 1.04247 1.26613
H -2.80336 0.52668 -0.23896
H -2.39950 -0.99796 0.25733
H -2.43171 0.11480 1.50780
H 0.39075 1.35163 -1.27320
```

The calculation puts the HOMO energy at -0.54320 Eh. Its total charge is +1. Its frontier orbital gap is 10.9 eV. As for the SMILES: CCC[C@H]([NH3+])C=O. The value obtained for the energy above the lowest of the compared OMol25 structures with the same formula, charge and spin is 48.3 kcal/mol.

These are the natural (NBO) partial charges, in e, on atoms 1 to 2: -0.656, -0.403